No. 1
The following is a DFT calculation (ωB97M-V/def2-TZVPD) of C4H2O6Pb as an isolated structure at a distorted geometry.

Calculated values
Energy above the lowest of the compared OMol25 structures with the same formula, charge and spin: 1.063 eV
Strongest force on any atom: 6.85 eV/Å
2S+1: 2
HOMO-LUMO gap (spin up / spin down): 5.852 / 7.770 eV
Expectation value of S²: 0.75
HOMO (spin up / spin down): -0.4383 / -0.5052 hartree
Charge: +1
Calculated total energy: -21699.9138 eV

Each line ends with the Löwdin spin population.
Positions of all 13 atoms, in Å:
O: 2.460 2.612 0.907  0.07
C: 2.196 1.546 0.444  0.04
O: 2.645 0.733 -0.277  0.02
Pb: 4.374 3.753 0.409  0.87
O: 0.065 0.335 0.845  0.00
H: 0.485 -1.577 0.303  0.00
O: -2.027 -2.121 -0.939  0.00
O: -2.560 -0.317 -0.272  0.00
O: -1.303 -0.369 -2.097  0.00
C: -0.274 -0.777 0.397  0.00
C: -1.723 -1.229 0.414  0.00
C: -2.198 -0.910 -1.456  0.00
H: -2.138 -1.681 1.321  0.00

No. 2
The following is a DFT calculation (ωB97M-V/def2-TZVPD) of C14H25N5RuS4 as an isolated structure at a distorted geometry.

Calculated values
Energy above the lowest of the compared OMol25 structures with the same formula, charge and spin: 0.216 eV
Strongest force on any atom: 3.42 eV/Å
2S+1: 6
HOMO-LUMO gap (spin up / spin down): 6.274 / 4.213 eV
Expectation value of S²: 8.79
HOMO (spin up / spin down): -0.5897 / -0.6429 hartree
Charge: +3
Calculated total energy: -68266.0811 eV

Each line ends with the Löwdin spin population.
Positions of all 49 atoms, in Å:
Ru: -0.153 -0.074 0.168  3.02
S: -1.113 2.207 -0.001  0.15
S: -0.992 -2.376 0.128  0.18
C: -2.935 2.267 -0.127  0.03
C: -0.628 2.317 -1.771  0.01
C: -0.951 1.074 -2.570  0.01
N: -0.274 -0.129 -2.036  0.10
C: -0.889 -1.390 -2.504  0.01
C: -0.512 -2.571 -1.637  0.01
H: 0.442 2.518 -1.756  0.00
H: -1.113 3.186 -2.211  0.00
H: -0.694 1.240 -3.619  0.00
H: -2.021 0.887 -2.537  0.00
H: -0.621 -1.602 -3.542  0.00
H: -1.968 -1.254 -2.483  0.00
H: 0.565 -2.728 -1.618  0.00
H: -0.965 -3.483 -2.021  0.00
C: -2.813 -2.507 0.018  0.04
H: 0.690 -0.113 -2.355  0.01
H: -3.238 -1.726 -0.604  0.00
H: -3.189 -2.398 1.030  0.00
H: -3.087 -3.487 -0.360  0.01
H: -3.314 2.211 0.888  0.00
H: -3.329 1.433 -0.698  0.00
H: -3.242 3.210 -0.569  0.01
C: 5.227 0.141 -1.650  0.00
C: 5.308 0.196 -0.330  0.01
H: 5.161 1.035 -2.256  0.00
H: 5.223 -0.801 -2.184  0.00
H: 5.313 1.138 0.203  0.00
H: 5.374 -0.699 0.276  0.00
N: -3.670 -0.272 1.932  0.10
C: -2.410 -0.485 2.524  0.07
N: -1.206 -0.387 1.908  0.09
C: -0.145 -0.556 2.801  0.08
C: -0.520 -0.887 4.096  0.21
S: -2.205 -0.899 4.148  0.08
C: 1.320 -0.201 2.370  0.10
C: 2.410 -0.060 3.226  0.22
S: 3.605 0.796 2.367  0.09
C: 2.708 0.901 0.935  0.08
N: 1.577 0.230 1.091  0.10
N: 2.958 1.726 -0.180  0.13
H: -4.524 -0.368 2.501  0.00
H: -3.756 -0.053 0.937  0.00
H: 0.145 -1.050 4.934  0.01
H: 2.438 -0.306 4.279  0.01
H: 3.693 2.443 -0.156  0.00
H: 2.316 1.707 -0.982  0.01